(1)
A cluster of 11 separate species, C21H41Cl20FNO9PS in total. Source: OMol25; level of theory: ωB97M-V with the def2-TZVPD basis set.

2S+1 ... 1
Orbital gap ... 9.8 eV
Calculated total energy ... -315642.6435 eV
Structure (SMILES) ... CCO[C@@H]1[C@@H](CCF)[C@](O)(N(C)C(C)=O)[C@@H](P(=O)(O)O)OS1(=O)=O.ClCCl.ClCCl.ClCCl.ClCCl.ClCCl.ClCCl.ClCCl.ClCCl.ClCCl.ClCCl
E_HOMO ... -0.358 Eh

Last column: Mulliken charge in e.
Element x y z (Å)
C  0.91  1.52  4.42  -0.60
C  1.16  2.88  3.49  -0.24
O  0.61  2.74  2.12  -0.31
C  -0.72  3.39  2.01  -0.51
C  -1.75  2.54  1.01  -0.76
C  -2.02  1.10  1.74  -0.32
C  -1.35  -0.13  0.83  0.49
F  -0.01  0.22  0.27  -0.40
C  -3.15  3.42  0.76  -0.46
O  -3.52  3.90  2.14  -0.58
N  -4.19  2.53  0.21  0.81
C  -5.61  2.91  0.47  -0.62
C  -3.92  1.90  -1.11  0.41
C  -4.94  0.66  -1.57  -0.96
O  -2.93  2.16  -1.98  -0.57
C  -2.72  4.73  -0.09  0.45
P  -4.09  5.66  -1.01  0.67
O  -4.90  4.81  -2.07  -0.62
O  -5.20  6.50  0.06  -0.57
O  -3.29  6.94  -1.95  -0.50
O  -2.02  5.75  0.77  -0.35
S  -0.52  5.12  1.33  1.23
O  0.62  5.24  0.26  -0.66
O  -0.09  6.06  2.52  -0.71
H  -0.11  1.52  4.98  0.23
H  1.03  0.52  3.77  0.04
H  1.81  1.47  5.20  0.34
H  0.80  3.87  4.04  0.28
H  2.34  2.99  3.40  0.33
H  -1.14  3.47  3.11  0.46
H  -1.22  2.46  -0.03  0.76
H  -3.14  0.83  1.94  0.32
H  -1.48  1.10  2.81  0.04
H  -1.17  -1.09  1.52  -0.29
H  -2.07  -0.49  -0.04  -0.06
H  -4.08  4.75  2.03  0.47
H  -6.01  2.29  1.41  0.29
H  -6.37  2.74  -0.40  0.24
H  -5.76  4.05  0.80  0.23
H  -5.83  1.16  -2.15  0.33
H  -5.39  0.14  -0.60  0.28
H  -4.40  -0.11  -2.28  0.22
H  -1.89  4.40  -0.89  0.45
H  -4.73  7.28  0.49  0.37
H  -3.06  7.71  -1.32  0.24
C  -2.66  -3.50  2.44  -0.39
Cl  -3.03  -2.74  0.89  -0.04
Cl  -2.41  -2.29  3.70  -0.13
H  -3.50  -4.15  2.72  0.37
H  -1.76  -4.10  2.33  0.24
C  1.54  -2.90  4.72  0.07
Cl  1.17  -2.14  3.17  -0.07
Cl  1.79  -1.69  5.98  -0.20
H  0.70  -3.55  5.00  0.17
H  2.44  -3.50  4.61  -0.02
C  2.80  -6.41  3.75  -0.25
Cl  3.42  -4.87  3.15  -0.13
Cl  1.25  -6.19  4.58  -0.16
H  2.66  -7.09  2.91  0.31
H  3.52  -6.83  4.46  0.29
C  7.29  -4.87  2.56  0.06
Cl  6.55  -4.25  4.05  -0.14
Cl  7.22  -6.63  2.51  -0.17
H  6.74  -4.46  1.70  -0.09
H  8.33  -4.55  2.52  0.34
C  -2.56  11.02  -1.62  -0.25
Cl  -4.17  11.75  -1.74  -0.15
Cl  -2.46  9.92  -0.25  -0.14
H  -2.35  10.47  -2.54  0.26
H  -1.82  11.82  -1.50  0.30
C  7.59  -3.06  -1.44  -0.02
Cl  6.85  -2.44  0.04  -0.17
Cl  7.52  -4.83  -1.50  -0.16
H  7.04  -2.66  -2.30  0.05
H  8.63  -2.74  -1.49  0.30
C  -5.57  -2.92  -2.75  -0.33
Cl  -6.63  -1.92  -3.76  -0.17
Cl  -5.87  -2.64  -1.03  -0.11
H  -5.76  -3.98  -2.98  0.29
H  -4.53  -2.68  -2.98  0.30
C  -3.52  -6.16  -2.86  -0.40
Cl  -3.89  -5.39  -4.41  -0.14
Cl  -3.27  -4.95  -1.59  -0.02
H  -4.36  -6.80  -2.57  0.29
H  -2.61  -6.75  -2.97  0.32
C  7.36  -3.66  -5.12  0.21
Cl  7.88  -2.02  -4.73  -0.18
Cl  5.68  -3.93  -4.61  -0.15
H  7.43  -3.81  -6.20  -0.16
H  8.00  -4.37  -4.60  0.28
C  9.46  -4.94  -8.60  -0.24
Cl  9.98  -3.30  -8.21  -0.13
Cl  7.78  -5.21  -8.09  -0.15
H  9.53  -5.09  -9.68  0.29
H  10.10  -5.65  -8.08  0.26

(2)
A structure of composition C21H41IrN7OSi4. Source: OMol25; level of theory: ωB97M-V with the def2-TZVPD basis set.

2S+1 ... 2
Orbital gap (spin up / spin down) ... 5.5 / 4.4 eV
Calculated total energy ... -69251.9924 eV
Energy relative to the best compared isomer or geometry (same formula, charge and spin) ... 124.1 kcal/mol
Charge ... +2
E_HOMO (spin up / spin down) ... -0.465 / -0.463 Eh

Last column: Löwdin spin population.
Element x y z (Å)
Ir  -0.78  2.15  0.21  0.03
C  -3.12  3.26  -0.63  0.02
C  -2.44  3.38  -1.86  -0.05
C  -1.22  4.03  -1.63  0.05
C  -1.13  4.33  -0.24  0.01
C  -2.33  3.86  0.38  0.00
H  -4.11  2.86  -0.49  0.00
H  -2.83  3.06  -2.81  0.00
H  -0.52  4.34  -2.38  0.00
H  -0.42  5.02  0.20  0.00
H  -2.67  4.12  1.36  0.00
C  3.07  -2.78  -1.05  0.00
Si  1.99  -1.89  0.22  0.01
C  4.42  -1.60  1.78  0.00
C  0.61  -2.90  1.04  0.00
Si  -0.51  0.26  -1.17  0.30
Si  -1.94  -1.64  -1.80  0.11
C  -2.88  -2.04  -0.19  0.04
C  -1.10  -3.19  -2.55  0.01
C  -3.13  -0.82  -3.03  0.00
Si  0.63  0.79  -3.67  0.22
C  1.96  2.05  -3.15  0.05
C  -0.68  1.61  -4.75  0.04
C  1.31  -0.86  -4.34  0.03
H  3.49  -3.68  -0.62  0.00
H  3.90  -2.18  -1.41  0.00
H  2.49  -3.08  -1.91  0.00
H  4.62  -1.63  2.85  0.00
H  5.04  -0.82  1.33  0.00
H  4.67  -2.56  1.34  0.00
H  1.04  -3.72  1.61  0.00
H  -0.09  -3.32  0.33  0.00
H  0.05  -2.30  1.75  0.00
H  -2.26  -2.52  0.56  0.00
H  -3.71  -2.71  -0.40  0.01
H  -3.30  -1.14  0.24  0.00
H  -0.18  -3.47  -2.04  0.00
H  -0.87  -3.05  -3.60  0.00
H  -1.77  -4.05  -2.48  0.00
H  -3.47  0.15  -2.69  0.00
H  -4.02  -1.44  -3.14  0.00
H  -2.71  -0.71  -4.03  0.00
H  1.69  2.61  -2.26  0.00
H  2.11  2.77  -3.95  0.01
H  2.93  1.58  -2.97  0.00
H  -1.07  2.53  -4.30  0.00
H  -1.53  0.97  -4.98  0.00
H  -0.23  1.89  -5.70  0.01
H  1.74  -1.49  -3.57  0.00
H  2.10  -0.66  -5.07  0.01
H  0.54  -1.42  -4.85  0.00
N  2.78  -0.44  3.68  0.00
N  2.42  -0.42  2.35  0.01
N  3.02  -1.33  1.54  0.00
C  1.36  -0.16  -0.31  0.04
N  1.24  0.74  0.79  0.01
N  1.61  0.51  1.98  0.00
H  2.40  -1.27  4.14  0.00
H  2.47  0.41  4.13  0.00
H  2.00  0.30  -1.06  0.00
N  -1.78  -1.76  5.16  0.00
C  -0.71  -1.28  4.53  0.00
O  0.26  -1.94  4.22  0.00
C  -0.75  0.18  4.16  0.00
C  -0.21  1.16  4.98  0.00
C  -0.17  2.46  4.51  0.00
C  -0.65  2.73  3.24  0.00
N  -1.15  1.79  2.44  0.00
C  -1.21  0.54  2.90  0.00
H  -1.81  -2.72  5.45  0.00
H  -2.56  -1.17  5.43  0.00
H  0.16  0.90  5.96  0.00
H  0.24  3.25  5.12  0.00
H  -0.66  3.74  2.87  0.00
H  -1.64  -0.19  2.24  0.00

(3)
A cluster of 3 separate species, C21H41NO6PS2 in total. Source: OMol25; level of theory: ωB97M-V with the def2-TZVPD basis set.

2S+1 ... 1
Orbital gap ... 5.8 eV
Calculated total energy ... -67167.6532 eV
Charge ... -1
E_HOMO ... -0.143 Eh

Last column: Mulliken charge in e.
Element x y z (Å)
C  -1.64  -0.92  -0.25  -0.75
C  -0.20  -0.65  -0.46  0.17
C  0.93  -1.69  -1.05  -0.25
N  2.19  -1.82  -0.24  -0.49
C  2.00  -2.44  1.12  1.34
C  1.83  -1.22  2.20  -1.13
C  0.59  -1.35  3.25  -0.01
C  0.52  0.12  4.05  0.20
C  -0.95  0.27  4.81  -1.02
C  1.68  0.17  5.24  -0.99
C  0.92  -3.66  1.22  -0.18
O  -0.42  -3.57  1.17  -0.58
O  1.45  -5.06  1.32  -0.73
P  3.73  -3.24  1.53  -0.18
C  4.97  -1.83  1.06  -0.92
C  3.96  -3.48  3.41  -0.37
C  2.96  -4.57  4.11  -0.79
H  -2.12  -1.73  0.44  0.24
H  -2.41  -0.19  -0.80  0.19
H  0.19  0.44  -0.18  0.22
H  1.26  -1.23  -2.11  0.12
H  0.42  -2.73  -1.35  0.29
H  2.83  -2.44  -0.81  0.37
H  1.67  -0.22  1.57  0.13
H  2.81  -1.00  2.84  0.23
H  -0.41  -1.37  2.59  0.02
H  0.62  -2.27  3.97  0.15
H  0.63  1.03  3.32  0.23
H  -0.88  1.06  5.70  0.33
H  -1.78  0.69  4.09  0.21
H  -1.23  -0.80  5.18  0.26
H  1.65  -0.88  5.77  0.20
H  2.76  0.40  4.80  0.23
H  1.43  1.00  6.05  0.35
H  5.88  -1.81  1.83  0.33
H  4.46  -0.76  1.18  0.22
H  5.41  -1.94  -0.02  0.29
H  3.89  -2.49  4.04  0.20
H  5.08  -3.87  3.56  0.35
H  3.20  -4.73  5.27  0.31
H  2.90  -5.62  3.55  0.25
H  1.85  -4.12  4.07  0.08
C  -5.54  3.98  -1.54  -0.55
C  -4.69  4.63  -0.46  -0.63
C  -3.65  3.60  0.00  -0.73
S  -3.37  2.53  -1.40  1.28
O  -3.84  1.20  -1.07  -0.80
O  -2.04  2.76  -1.92  -0.78
C  -4.55  3.29  -2.49  -0.75
H  -6.16  4.71  -2.07  0.35
H  -6.20  3.23  -1.09  0.29
H  -4.17  5.51  -0.87  0.30
H  -5.30  4.97  0.38  0.32
H  -2.71  4.07  0.29  0.38
H  -4.03  2.99  0.82  0.36
H  -5.02  2.54  -3.12  0.41
H  -4.02  4.03  -3.10  0.33
C  0.89  0.14  -5.51  -0.73
C  0.54  0.74  -4.15  -0.43
C  -0.05  2.13  -4.40  -0.01
S  -0.80  2.07  -6.02  1.15
O  -0.06  2.97  -6.89  -0.68
O  -2.24  2.13  -5.88  -0.66
C  -0.32  0.40  -6.40  -0.74
H  1.11  -0.93  -5.44  0.34
H  1.77  0.65  -5.92  0.35
H  -0.21  0.10  -3.65  0.13
H  1.41  0.79  -3.49  0.43
H  -0.81  2.38  -3.65  -0.18
H  0.73  2.89  -4.40  0.39
H  -0.10  0.31  -7.46  0.43
H  -1.16  -0.25  -6.13  0.35